# 1
C2H3Cl2NS | ωB97M-V/def2-TZVPD

Computed properties:
- LUMO level (spin up / spin down) (Ha) = -0.019 / -0.055
- HOMO level (spin up / spin down) (eV) = -8.54 / -9.21
- energy above the lowest of the compared OMol25 structures with the same formula, charge and spin (kcal/mol) = 148.43
- charge = 0
- total energy (eV) = -39486.0919

Element x y z (Å)
C -0.271 0.541 1.365
C 0.181 -0.996 -1.010
N 0.982 -0.873 0.077
S -0.426 2.215 0.900
Cl -1.714 -0.354 1.247
Cl 1.496 2.702 1.316
H 0.747 -1.131 -1.966
H -0.515 -0.163 -1.115
H -0.480 -1.942 -0.815

***

# 2
C2H3Cl2NSSi | ωB97M-V/def2-TZVPD

Computed properties:
- LUMO level (Ha) = 0.006
- SMILES = C[Si](Cl)(Cl)SC#N
- HOMO level (eV) = -10.21
- energy above the lowest of the compared OMol25 structures with the same formula, charge and spin (kcal/mol) = 11.34
- charge = 0
- total energy (eV) = -47373.3034

Element x y z (Å)
C 1.069 2.506 0.474
C -1.337 -0.780 -0.178
N 0.750 3.570 0.222
Si 0.584 -0.652 -0.140
S 1.651 1.009 0.990
Cl 1.470 -0.542 -1.944
Cl 1.141 -2.321 0.848
H -1.867 -1.574 -0.731
H -1.538 -1.300 0.807
H -1.923 0.085 -0.348

***

# 3
C2H3Cl2NSi | ωB97M-V/def2-TZVPD

Computed properties:
- LUMO level (Ha) = 0.015
- SMILES = N#CC[SiH](Cl)Cl
- HOMO level (eV) = -11.57
- energy above the lowest of the compared OMol25 structures with the same formula, charge and spin (kcal/mol) = 23.18
- charge = 0
- total energy (eV) = -36536.8894

Element x y z (Å)
C -1.796 0.611 -0.111
C -0.492 -0.432 -0.454
N -2.600 1.368 0.192
Si 1.097 0.011 0.340
Cl 1.929 1.775 -0.017
Cl 2.416 -1.489 -0.044
H -0.420 -0.443 -1.512
H -0.759 -1.351 -0.038
H 0.626 -0.051 1.643

***

# 4
C2H3Cl2O2S | ωB97M-V/def2-TZVPD

Computed properties:
- LUMO level (Ha) = 0.128
- HOMO level (eV) = -4.17
- energy above the lowest of the compared OMol25 structures with the same formula, charge and spin (kcal/mol) = 14.66
- charge = -1
- total energy (eV) = -42098.0674

Element x y z (Å)
C -0.207 -0.516 0.932
C -0.483 0.462 -0.120
O 1.400 -1.032 -1.547
O 1.666 1.331 -1.101
S 0.818 0.298 -1.683
Cl -2.411 -0.395 -0.847
Cl -0.733 2.079 0.373
H -0.574 -0.287 1.931
H 0.810 -0.406 1.330
H -0.287 -1.535 0.732

***

# 5
C2H3Cl2P | ωB97M-V/def2-TZVPD

Computed properties:
- LUMO level (Ha) = -0.006
- SMILES = [H]/P=C/C(Cl)Cl
- HOMO level (eV) = -10.10
- energy above the lowest of the compared OMol25 structures with the same formula, charge and spin (kcal/mol) = 60.78
- charge = 0
- total energy (eV) = -36453.9262

Element x y z (Å)
C -0.462 0.400 -0.299
C 0.754 -0.462 0.670
P -1.716 -0.326 -1.046
Cl 2.040 -1.008 -0.379
Cl 1.479 0.429 1.931
H -0.106 1.484 -0.177
H 0.232 -1.239 1.140
H -2.221 0.723 -1.840

***

# 6
C2H3Cl2PS | ωB97M-V/def2-TZVPD

Computed properties:
- LUMO level (Ha) = -0.044
- HOMO level (eV) = -9.26
- energy above the lowest of the compared OMol25 structures with the same formula, charge and spin (kcal/mol) = 37.58
- charge = 0
- total energy (eV) = -47290.8719

Element x y z (Å)
C -0.314 1.313 0.479
C -0.822 0.192 1.002
P 1.185 -1.943 -1.002
S -0.460 -1.790 -2.069
Cl 2.261 -0.199 -1.072
Cl 0.069 -1.186 1.431
H -0.718 2.193 -0.047
H 0.692 1.290 0.189
H -1.893 0.130 1.088

***

# 7
C2H3Cl2PS | ωB97M-V/def2-TZVPD

Computed properties:
- LUMO level (Ha) = -0.035
- HOMO level (eV) = -8.58
- energy above the lowest of the compared OMol25 structures with the same formula, charge and spin (kcal/mol) = 44.53
- charge = 0
- total energy (eV) = -47290.5703

Element x y z (Å)
C 0.060 0.052 -0.641
C 0.668 0.710 0.523
P -1.934 -0.323 -0.038
S -2.292 -2.104 -0.494
Cl -0.065 -0.098 1.953
Cl 2.460 0.436 0.479
H 0.041 0.483 -1.560
H 0.412 -0.970 -0.711
H 0.651 1.814 0.490

***

# 8
C2H3Cl3NO | ωB97M-V/def2-TZVPD

Computed properties:
- LUMO level (spin up / spin down) (Ha) = 0.132 / 0.132
- HOMO level (spin up / spin down) (eV) = -3.38 / -3.38
- energy above the lowest of the compared OMol25 structures with the same formula, charge and spin (kcal/mol) = 34.56
- charge = -1
- total energy (eV) = -43224.9185

Element x y z (Å)
C 0.029 0.003 1.353
C -0.890 0.310 -1.085
N 1.091 -0.498 0.810
O 2.304 -0.290 1.131
Cl -2.556 0.275 -1.813
Cl -0.164 1.869 -1.625
Cl 0.100 -0.996 -2.095
H -0.858 -0.532 1.333
H 0.131 0.906 2.072
H 0.814 -1.046 -0.081

***

# 9
C2H3Cl3S | ωB97M-V/def2-TZVPD

Computed properties:
- LUMO level (spin up / spin down) (Ha) = -0.055 / -0.017
- HOMO level (spin up / spin down) (eV) = -8.50 / -8.61
- energy above the lowest of the compared OMol25 structures with the same formula, charge and spin (kcal/mol) = 86.26
- charge = 0
- total energy (eV) = -50521.4420

Element x y z (Å)
C -1.787 -1.485 -1.283
C 0.668 -0.453 -0.949
S 1.442 -1.987 -1.005
Cl -2.395 -1.608 0.204
Cl 0.704 0.631 -2.160
Cl 3.417 -1.554 -1.627
H -1.367 -2.454 -1.633
H -2.318 -0.720 -1.988
H 0.593 0.024 -0.011

***

# 10
C2H3Cl3S | ωB97M-V/def2-TZVPD

Computed properties:
- LUMO level (Ha) = -0.024
- HOMO level (eV) = -8.79
- energy above the lowest of the compared OMol25 structures with the same formula, charge and spin (kcal/mol) = 48.81
- charge = 0
- total energy (eV) = -50523.0662

Element x y z (Å)
C 0.987 -0.448 0.705
C -0.870 1.210 -0.476
S -0.810 -0.130 0.496
Cl 1.818 -1.107 -0.725
Cl -2.327 2.151 -0.538
Cl -1.123 -2.098 -0.568
H 0.921 -1.223 1.544
H 1.518 0.459 0.812
H -0.114 1.186 -1.251

***

# 11
C2H3ClF2O | ωB97M-V/def2-TZVPD

Computed properties:
- LUMO level (Ha) = 0.033
- SMILES = FC(F)OCCl
- HOMO level (eV) = -11.01
- energy above the lowest of the compared OMol25 structures with the same formula, charge and spin (kcal/mol) = 7.36
- charge = 0
- total energy (eV) = -22127.0358

Element x y z (Å)
C -1.031 -0.039 -0.519
C 1.062 -0.013 0.592
O -0.299 -0.139 0.688
F 1.439 1.080 -0.163
F 1.620 -1.119 -0.030
Cl -2.624 0.009 0.052
H -0.935 0.975 -1.060
H -0.744 -0.915 -1.199
H 1.511 0.161 1.640

***

# 12
C2H3ClF2S | ωB97M-V/def2-TZVPD

Computed properties:
- LUMO level (spin up / spin down) (Ha) = -0.005 / -0.005
- HOMO level (spin up / spin down) (eV) = -8.38 / -8.23
- energy above the lowest of the compared OMol25 structures with the same formula, charge and spin (kcal/mol) = 70.96
- charge = 0
- total energy (eV) = -30912.1550

Element x y z (Å)
C -1.017 0.534 -0.385
C 1.227 -0.335 -0.225
F 1.012 -1.380 0.615
F 1.728 -0.819 -1.376
S -1.630 0.596 1.206
Cl 2.175 0.849 0.513
H -1.127 1.485 -0.867
H -1.122 -0.307 -0.920
H -1.246 -0.622 1.439

***

# 13
C2H3ClF3P | ωB97M-V/def2-TZVPD

Computed properties:
- LUMO level (Ha) = 0.030
- SMILES = F[C@@H](Cl)C(F)(F)P
- HOMO level (eV) = -10.12
- energy above the lowest of the compared OMol25 structures with the same formula, charge and spin (kcal/mol) = 0.00
- charge = 0
- total energy (eV) = -32084.7408

Element x y z (Å)
C 1.952 0.636 -0.209
C 0.341 0.534 -0.415
F 2.120 0.783 1.124
F -0.320 1.660 -0.022
F 0.077 0.426 -1.743
P -0.333 -0.999 0.477
Cl 2.412 -0.980 -0.617
H 2.678 1.326 -0.809
H -1.675 -0.655 0.043
H -0.892 -0.307 1.734

***

# 14
C2H3ClFN | ωB97M-V/def2-TZVPD

Computed properties:
- LUMO level (Ha) = -0.063
- HOMO level (eV) = -9.69
- energy above the lowest of the compared OMol25 structures with the same formula, charge and spin (kcal/mol) = 33.96
- charge = 0
- total energy (eV) = -18850.2405

Element x y z (Å)
C -0.224 0.773 -0.352
C 1.261 -0.944 0.366
N 0.925 0.180 -0.147
F 2.465 -1.014 0.771
Cl -0.194 -1.535 2.309
H -0.138 1.607 -0.982
H -1.154 0.526 0.085
H 0.951 -1.870 -0.108

***

# 15
C2H3ClFN | ωB97M-V/def2-TZVPD

Computed properties:
- LUMO level (spin up / spin down) (Ha) = -0.057 / -0.039
- SMILES = C=N[C@@H](F)Cl
- HOMO level (spin up / spin down) (eV) = -10.41 / -10.75
- energy above the lowest of the compared OMol25 structures with the same formula, charge and spin (kcal/mol) = 84.52
- charge = 0
- total energy (eV) = -18848.0479

Element x y z (Å)
C 1.368 0.648 0.495
C -0.845 -0.472 -0.462
N 0.276 0.312 -0.751
F -0.667 -1.680 0.159
Cl -2.158 0.336 0.486
H 2.093 1.320 0.190
H 1.284 0.359 1.417
H -1.351 -0.824 -1.534

***

# 16
C2H3ClFP | ωB97M-V/def2-TZVPD

Computed properties:
- LUMO level (Ha) = 0.030
- SMILES = FP1C[C@H]1Cl
- HOMO level (eV) = -9.97
- energy above the lowest of the compared OMol25 structures with the same formula, charge and spin (kcal/mol) = 17.57
- charge = 0
- total energy (eV) = -26650.4883

Element x y z (Å)
C 0.176 0.152 0.461
C 0.282 0.388 -1.139
F 1.944 -1.641 -0.505
P 1.907 0.029 -0.391
Cl 0.280 2.179 -1.366
H 0.047 1.144 0.967
H -0.143 -0.804 0.627
H -0.185 -0.028 -1.973

***

# 17
C2H3ClN2 | ωB97M-V/def2-TZVPD

Computed properties:
- LUMO level (Ha) = 0.027
- SMILES = CC1=NN1Cl
- HOMO level (eV) = -9.87
- energy above the lowest of the compared OMol25 structures with the same formula, charge and spin (kcal/mol) = 88.41
- charge = 0
- total energy (eV) = -17621.5748

Element x y z (Å)
C 0.444 -0.252 0.233
C -1.032 0.308 0.430
N 1.613 -0.382 0.650
N 1.219 -0.960 -0.678
Cl 1.748 0.021 -2.061
H -1.428 -0.154 1.330
H -1.614 0.034 -0.448
H -0.951 1.385 0.545

***

# 18
C2H3ClN2 | ωB97M-V/def2-TZVPD

Computed properties:
- LUMO level (Ha) = 0.005
- SMILES = N#CNCCl
- HOMO level (eV) = -9.73
- energy above the lowest of the compared OMol25 structures with the same formula, charge and spin (kcal/mol) = 74.96
- charge = 0
- total energy (eV) = -17622.1580

Element x y z (Å)
C -0.782 3.098 0.771
C -0.103 0.768 -0.159
N -0.711 1.721 1.003
N -1.324 4.173 0.861
Cl 0.222 0.767 -1.879
H 0.836 0.437 0.309
H -0.932 -0.080 -0.064
H -1.290 1.577 1.847

***

# 19
C2H3ClN2O | ωB97M-V/def2-TZVPD

Computed properties:
- LUMO level (Ha) = 0.026
- HOMO level (eV) = -11.01
- energy above the lowest of the compared OMol25 structures with the same formula, charge and spin (kcal/mol) = 31.03
- charge = 0
- total energy (eV) = -19671.2247

Element x y z (Å)
C 0.251 0.044 0.801
C 0.524 -1.402 -0.619
N -0.244 -1.121 0.369
N 1.227 0.508 0.106
O 1.472 -0.469 -0.836
Cl -1.024 1.897 -1.779
H -0.206 0.645 1.508
H -1.802 1.880 -2.826
H 0.545 -2.347 -1.283

***

# 20
C2H3ClN2O | ωB97M-V/def2-TZVPD

Computed properties:
- LUMO level (spin up / spin down) (Ha) = 0.027 / -0.057
- 2S+1 = 3
- expectation value of S² = 2.01
- HOMO level (spin up / spin down) (eV) = -6.14 / -10.94
- energy above the lowest of the compared OMol25 structures with the same formula, charge and spin (kcal/mol) = 9.73
- charge = 0
- total energy (eV) = -19668.0901

Element x y z (Å)
C 0.905 0.694 -0.833
C -1.422 -0.960 0.351
N 0.584 1.311 0.235
N -1.234 -1.931 -0.338
O -1.827 -0.045 0.961
Cl 2.661 0.404 -1.129
H 1.209 1.528 1.094
H -0.439 1.367 0.339
H -0.436 -2.367 -0.681